1.
{"formula": "C23H22LaN4O2S2", "method": "wB97M-V/def2-TZVPD", "species": ["La", "C", "C", "C", "C", "C", "C", "C", "S", "O", "O", "N", "C", "C", "C", "C", "C", "C", "C", "C", "N", "C", "H", "H", "H", "H", "H", "H", "H", "H", "H", "H", "H", "H", "H", "H", "N", "C", "S", "N", "C", "C", "C", "C", "C", "C", "H", "H", "H", "H", "H", "H", "H", "H"], "xyz": [[-6.042, -11.932, -9.757], [-13.792, -10.135, -12.527], [-12.856, -10.757, -11.540], [-11.508, -10.551, -11.942], [-10.431, -10.960, -11.213], [-10.668, -11.780, -10.134], [-11.949, -11.991, -9.704], [-13.062, -11.580, -10.435], [-9.351, -12.436, -9.280], [-8.455, -13.128, -10.221], [-10.021, -13.182, -8.233], [-8.216, -11.309, -8.701], [-8.452, -10.309, -7.835], [-9.463, -10.227, -6.913], [-9.265, -9.471, -5.787], [-8.419, -8.387, -5.704], [-7.401, -8.329, -6.748], [-6.332, -7.464, -6.750], [-5.201, -7.773, -7.511], [-5.201, -8.963, -8.227], [-6.262, -9.834, -8.294], [-7.349, -9.498, -7.615], [-13.329, -9.286, -12.990], [-14.785, -9.847, -12.188], [-13.959, -10.900, -13.299], [-11.289, -9.914, -12.843], [-9.463, -10.491, -11.479], [-12.164, -12.621, -8.834], [-14.064, -11.794, -10.118], [-10.386, -10.812, -7.026], [-9.883, -9.814, -4.969], [-8.533, -7.669, -4.915], [-6.384, -6.466, -6.365], [-4.421, -7.023, -7.580], [-4.313, -9.135, -8.854], [-4.270, -12.036, -8.827], [-4.160, -13.194, -11.715], [-4.788, -12.281, -12.542], [-5.168, -10.683, -12.120], [-5.409, -12.746, -13.619], [-5.469, -14.079, -14.201], [-6.269, -15.081, -13.593], [-6.763, -16.068, -14.394], [-6.355, -16.193, -15.722], [-5.401, -15.333, -16.265], [-4.999, -14.279, -15.522], [-3.346, -12.833, -11.243], [-4.103, -14.122, -12.112], [-5.896, -12.090, -14.256], [-6.650, -15.013, -12.555], [-7.526, -16.713, -13.954], [-6.782, -16.995, -16.370], [-4.876, -15.527, -17.217], [-4.567, -13.415, -15.988]], "nbo_charge": [1.985, -0.639, 0.045, -0.217, -0.181, -0.358, -0.149, -0.223, 2.294, -1.021, -0.924, -1.045, 0.201, -0.235, -0.174, -0.219, -0.065, -0.093, -0.268, 0.062, -0.557, 0.133, 0.224, 0.232, 0.235, 0.213, 0.225, 0.255, 0.230, 0.234, 0.225, 0.234, 0.230, 0.238, 0.213, -0.599, -0.829, 0.312, -0.231, -0.559, 0.075, -0.221, -0.201, -0.171, -0.193, -0.214, 0.448, 0.424, 0.443, 0.228, 0.239, 0.239, 0.243, 0.225], "e_above_lowest_kj_mol": 0.15, "total_energy_ev": -56787.14342, "lumo_energy_ev": -3.37, "e_homo_ev": -10.088, "total_charge": 1}

=====

2.
{"formula": "C23H22N4O3PReS", "method": "wB97M-V/def2-TZVPD", "species": ["Re", "N", "C", "C", "O", "N", "C", "C", "O", "O", "H", "H", "H", "H", "H", "H", "N", "C", "C", "C", "C", "C", "C", "P", "C", "C", "C", "C", "C", "C", "C", "C", "C", "C", "C", "C", "H", "H", "H", "H", "H", "H", "H", "H", "H", "H", "H", "H", "H", "H", "H", "H", "S", "C", "N"], "xyz": [[0.405, -1.258, 1.098], [-1.386, -1.708, 2.380], [-1.056, -2.888, 3.203], [0.384, -2.724, 3.712], [0.706, -3.005, 4.843], [1.201, -2.186, 2.765], [2.334, -1.511, 3.254], [2.072, 0.079, 3.072], [2.819, 0.833, 3.630], [1.099, 0.319, 2.303], [-1.531, -0.906, 3.001], [-2.270, -1.857, 1.888], [-1.115, -3.786, 2.585], [-1.716, -2.997, 4.066], [3.239, -1.715, 2.674], [2.509, -1.705, 4.316], [2.326, -0.835, -0.126], [2.143, -0.419, -1.505], [3.156, -0.574, -2.438], [2.968, -0.137, -3.741], [1.763, 0.430, -4.121], [0.740, 0.578, -3.198], [0.931, 0.168, -1.883], [-0.327, 0.340, -0.574], [-1.929, 0.327, -1.418], [-2.507, 1.493, -1.914], [-3.743, 1.435, -2.536], [-4.397, 0.220, -2.670], [-3.812, -0.945, -2.198], [-2.580, -0.895, -1.568], [-0.102, 2.013, 0.077], [-1.106, 2.525, 0.899], [-0.932, 3.746, 1.521], [0.249, 4.451, 1.342], [1.255, 3.935, 0.542], [1.085, 2.717, -0.091], [2.778, -0.071, 0.390], [2.964, -1.636, -0.093], [4.095, -1.027, -2.155], [3.766, -0.242, -4.461], [1.619, 0.759, -5.139], [-0.210, 0.998, -3.498], [-1.997, 2.439, -1.800], [-4.196, 2.339, -2.915], [-5.366, 0.182, -3.145], [-4.320, -1.891, -2.314], [-2.112, -1.792, -1.182], [-2.018, 1.960, 1.043], [-1.710, 4.147, 2.153], [0.387, 5.402, 1.830], [2.175, 4.482, 0.408], [1.868, 2.319, -0.724], [-0.376, -5.245, -1.199], [-0.177, -3.862, -0.474], [-0.042, -2.821, 0.082]], "nbo_charge": [1.187, -0.750, -0.327, 0.652, -0.525, -0.568, -0.373, 0.781, -0.561, -0.715, 0.413, 0.415, 0.234, 0.239, 0.216, 0.267, -0.807, 0.214, -0.238, -0.163, -0.189, -0.160, -0.384, 1.050, -0.401, -0.131, -0.216, -0.169, -0.200, -0.187, -0.381, -0.192, -0.192, -0.170, -0.206, -0.136, 0.424, 0.412, 0.227, 0.237, 0.236, 0.236, 0.224, 0.232, 0.232, 0.230, 0.215, 0.215, 0.229, 0.231, 0.230, 0.205, 0.126, 0.206, -0.673], "s_squared": 0.84, "spin_multiplicity": 2, "total_energy_ev": -58561.28927, "lumo_energy_ev": [-5.59, -5.07], "e_homo_ev": [-11.579, -11.678], "total_charge": 1}

=====

3.
{"formula": "C23H22N4OS", "method": "wB97M-V/def2-TZVPD", "species": ["C", "C", "C", "C", "C", "C", "N", "N", "C", "N", "C", "O", "C", "C", "C", "C", "C", "C", "C", "C", "C", "N", "C", "C", "C", "C", "C", "C", "S", "H", "H", "H", "H", "H", "H", "H", "H", "H", "H", "H", "H", "H", "H", "H", "H", "H", "H", "H", "H", "H", "H"], "xyz": [[-3.635, 3.582, -0.244], [-2.308, 4.239, 0.117], [-1.143, 3.246, 0.046], [0.225, 3.921, 0.268], [0.650, 4.805, -0.897], [-1.300, 2.196, 1.086], [-1.742, 2.381, 2.272], [-1.722, 1.310, 3.050], [-1.242, 0.259, 2.474], [-1.175, -0.938, 3.128], [-0.529, -2.110, 2.801], [-0.653, -3.084, 3.504], [0.300, -2.083, 1.561], [-0.106, -2.780, 0.454], [0.698, -2.761, -0.712], [0.291, -3.482, -1.924], [1.273, -3.966, -2.788], [0.922, -4.654, -3.933], [-0.415, -4.860, -4.238], [-1.397, -4.367, -3.395], [-1.050, -3.685, -2.244], [1.839, -2.116, -0.760], [2.273, -1.442, 0.318], [3.501, -0.753, 0.230], [3.975, -0.048, 1.301], [3.253, -0.006, 2.504], [2.060, -0.665, 2.624], [1.538, -1.388, 1.535], [-0.770, 0.533, 0.803], [-3.595, 3.160, -1.247], [-4.438, 4.314, -0.212], [-3.871, 2.787, 0.458], [-2.362, 4.640, 1.129], [-2.116, 5.060, -0.574], [-1.134, 2.762, -0.937], [0.979, 3.140, 0.407], [0.179, 4.508, 1.187], [0.670, 4.234, -1.823], [-0.028, 5.645, -1.023], [1.647, 5.199, -0.717], [-1.672, -0.950, 4.014], [-1.026, -3.344, 0.476], [2.308, -3.796, -2.537], [1.690, -5.032, -4.591], [-0.690, -5.398, -5.133], [-2.439, -4.515, -3.636], [-1.827, -3.286, -1.608], [4.042, -0.805, -0.702], [4.913, 0.481, 1.231], [3.648, 0.551, 3.341], [1.512, -0.639, 3.555]], "nbo_charge": [-0.605, -0.388, -0.281, -0.376, -0.606, 0.103, -0.275, -0.303, 0.208, -0.624, 0.668, -0.551, -0.077, -0.210, 0.187, -0.004, -0.185, -0.212, -0.201, -0.214, -0.207, -0.404, 0.158, -0.181, -0.202, -0.219, -0.139, -0.106, 0.331, 0.198, 0.213, 0.211, 0.221, 0.203, 0.210, 0.204, 0.210, 0.202, 0.204, 0.214, 0.435, 0.232, 0.230, 0.215, 0.214, 0.215, 0.209, 0.227, 0.218, 0.219, 0.210], "e_above_lowest_kj_mol": 3.13, "total_energy_ev": -43051.99534, "lumo_energy_ev": -0.42, "e_homo_ev": -8.776}

=====

4.
{"formula": "C23H22O4S", "method": "wB97M-V/def2-TZVPD", "species": ["C", "O", "C", "C", "C", "C", "C", "O", "C", "C", "C", "C", "C", "C", "C", "C", "S", "O", "O", "C", "C", "C", "C", "C", "C", "C", "C", "C", "H", "H", "H", "H", "H", "H", "H", "H", "H", "H", "H", "H", "H", "H", "H", "H", "H", "H", "H", "H", "H", "H"], "xyz": [[4.710, 4.289, -0.976], [3.513, 4.573, -0.288], [2.491, 3.689, -0.359], [2.524, 2.480, -1.051], [1.418, 1.652, -1.066], [0.254, 2.003, -0.385], [-0.950, 1.156, -0.315], [-1.774, 1.303, 0.567], [-1.173, 0.109, -1.394], [-1.560, -1.221, -0.765], [-2.033, -2.258, -1.726], [-3.302, -2.811, -1.604], [-3.730, -3.788, -2.484], [-2.891, -4.230, -3.492], [-1.620, -3.693, -3.613], [-1.192, -2.712, -2.738], [-0.047, -1.892, 0.061], [-0.300, -3.258, 0.430], [1.089, -1.635, -0.793], [0.140, -0.912, 1.555], [1.234, -0.085, 1.704], [1.323, 0.730, 2.819], [0.324, 0.719, 3.784], [0.393, 1.617, 4.980], [-0.755, -0.149, 3.629], [-0.850, -0.964, 2.519], [0.239, 3.207, 0.329], [1.329, 4.041, 0.338], [5.181, 3.375, -0.602], [5.366, 5.137, -0.785], [4.541, 4.199, -2.053], [3.413, 2.170, -1.577], [1.500, 0.701, -1.568], [-0.300, -0.026, -2.027], [-2.001, 0.465, -2.017], [-2.282, -1.064, 0.036], [-3.957, -2.471, -0.814], [-4.720, -4.208, -2.380], [-3.224, -4.996, -4.177], [-0.958, -4.043, -4.391], [-0.193, -2.313, -2.818], [1.998, -0.090, 0.944], [2.171, 1.389, 2.932], [1.284, 2.238, 4.952], [0.406, 1.027, 5.896], [-0.483, 2.263, 5.014], [-1.528, -0.173, 4.382], [-1.679, -1.643, 2.392], [-0.658, 3.468, 0.871], [1.319, 4.974, 0.878]], "nbo_charge": [-0.254, -0.484, 0.337, -0.344, -0.085, -0.237, 0.600, -0.566, -0.518, -0.477, 0.045, -0.210, -0.208, -0.206, -0.202, -0.223, 2.161, -0.931, -0.972, -0.345, -0.190, -0.167, 0.004, -0.631, -0.210, -0.156, -0.123, -0.268, 0.179, 0.204, 0.180, 0.223, 0.226, 0.237, 0.255, 0.259, 0.209, 0.214, 0.214, 0.214, 0.228, 0.242, 0.208, 0.216, 0.224, 0.225, 0.215, 0.228, 0.235, 0.227], "e_above_lowest_kj_mol": 0.33, "total_energy_ev": -43232.94692, "lumo_energy_ev": 0.24, "e_homo_ev": -8.809}